# 1
C5H11N3O | wB97M-V/def2-TZVPD

The geometry in XYZ format:
```
20
Properties=species:S:1:pos:R:3:lowdin_charge:R:1
C 1.9747 -0.9751 0.7751 -0.107
C 0.4859 0.9805 0.0898 -0.311
C -0.8458 -0.0024 -1.5497 -0.035
C -0.8746 0.2949 -0.0590 -0.589
N -0.5628 -1.2458 -1.8024 0.085
N -1.9948 1.1933 0.2246 0.071
N -0.9838 -0.8839 0.7938 0.053
C 1.6527 0.4392 0.4295 -0.087
O 0.4699 2.3267 -0.1949 0.014
H -0.3128 2.5213 -0.7246 0.086
H -0.4149 -1.9443 -1.0713 0.098
H -0.4458 -1.5472 -2.7587 0.098
H -1.7641 1.8877 0.9249 0.083
H -2.3356 1.6480 -0.6136 0.062
H -1.9438 -1.2130 0.7340 0.089
H -0.8178 -0.6160 1.7584 0.095
H 2.4900 1.1254 0.4610 0.112
H 2.6962 -1.3646 0.0533 0.074
H 2.4405 -1.0270 1.7599 0.072
H 1.0868 -1.5977 0.7696 0.037
```

# 2
C5H11N3O | wB97M-V/def2-TZVPD

The geometry in XYZ format:
```
20
Properties=species:S:1:pos:R:3:lowdin_charge:R:1
C 1.9487 -0.7744 -1.5931 -0.133
C -1.1490 1.0878 -0.8862 -0.087
N 1.8791 0.1275 -0.4625 -0.164
C 0.3516 -0.3465 0.7548 -0.252
C -0.5592 0.2297 0.1258 -0.094
N 0.8784 -1.2334 1.6180 0.102
C -2.8935 -0.2713 1.6253 -0.183
O 1.9139 1.4274 -0.9938 -0.089
N -1.6745 -0.2772 1.9144 0.035
H 2.1124 1.9784 -0.2229 0.103
H 0.2583 -1.3794 2.4098 0.082
H 1.8446 -1.0295 1.8400 0.096
H 2.9205 -0.6761 -2.0950 0.080
H 1.8539 -1.7955 -1.2213 0.080
H 1.1629 -0.5795 -2.3338 0.075
H -0.3745 1.4370 -1.5816 0.075
H -1.9051 0.5738 -1.4862 0.079
H -1.6150 1.9703 -0.4365 0.087
H -3.2925 0.0045 0.6293 0.053
H -3.6608 -0.4738 2.3954 0.056
```

# 3
C5H11N3O | wB97M-V/def2-TZVPD

The geometry in XYZ format:
```
20
Properties=species:S:1:pos:R:3:lowdin_charge:R:1
C -3.0696 -0.6292 -0.0302 -0.071
N -1.7187 -0.1806 0.1987 -0.204
C -0.8850 -1.0882 0.9534 -0.054
C -1.3180 1.1108 -0.0500 -0.292
O -0.6498 1.8385 0.6721 -0.008
H -3.0661 -1.4923 -0.7011 0.087
H -3.6820 0.1656 -0.4529 0.082
H -3.5549 -0.9529 0.8962 0.091
H -1.3620 -1.4162 1.8802 0.087
H 0.0099 -0.5667 1.2850 0.062
H -0.6937 -1.9672 0.3335 0.092
H -2.1440 1.6329 -0.5828 0.132
N 3.7307 -0.2152 -1.9474 0.032
C 2.6673 0.0996 -1.1848 -0.171
C 2.0724 0.5867 -0.2238 -0.197
N 1.9271 0.9198 1.0743 0.024
H 3.7396 -1.1523 -2.3311 0.079
H 4.0224 0.4815 -2.6232 0.086
H 1.2492 1.6708 1.1851 0.049
H 2.7250 1.1546 1.6487 0.092
```

Output
structure (SMILES) = CN(C)C=O.NC#CN

# 4
C5H11N3O | wB97M-V/def2-TZVPD

The geometry in XYZ format:
```
20
Properties=species:S:1:pos:R:3:lowdin_charge:R:1
C -1.3995 0.9688 -0.7879 -0.034
C -0.6053 -0.2040 -0.1709 -0.442
C -1.3613 -0.6746 1.0930 -0.034
C -0.5876 -1.3216 -1.1453 -0.180
N -0.5803 -2.1982 -1.9063 0.172
C 0.8729 0.2276 0.1714 -0.677
N 1.6348 0.6516 -0.9568 0.094
N 1.6652 -0.8070 0.7505 0.093
O 0.9489 1.2974 1.0746 0.033
H -1.6121 1.7469 -0.0464 0.085
H -2.3613 0.6294 -1.1918 0.095
H -0.8560 1.4397 -1.6145 0.089
H -1.5832 0.1595 1.7677 0.084
H -0.7868 -1.4150 1.6608 0.089
H -2.3170 -1.1461 0.8325 0.096
H 1.9481 -0.1394 -1.5083 0.083
H 2.4573 1.1279 -0.5995 0.091
H 2.4991 -0.3701 1.1308 0.091
H 1.9620 -1.4754 0.0472 0.083
H 0.0621 1.5025 1.3993 0.089
```

Output
structure (SMILES) = CC(C)(C#N)C(N)(N)O

# 5
C5H11N3O2 | wB97M-V/def2-TZVPD

The geometry in XYZ format:
```
21
Properties=species:S:1:pos:R:3:lowdin_charge:R:1
C -0.3307 0.8186 -0.5042 -0.228
C -0.9670 0.0713 0.7007 -0.198
C 1.1270 1.1645 -0.2758 -0.160
C -2.3420 -0.4276 0.3150 -0.110
C -2.5685 -1.6066 -0.1982 -0.226
N 3.8240 0.5811 -0.0806 0.119
N 1.6965 -0.2562 0.0974 0.035
N 2.9501 -0.3242 0.1014 -0.380
O 3.4603 -1.6066 0.4262 0.051
O -1.5838 -2.4398 -0.5347 0.025
H -0.2450 -0.0002 -1.4040 0.156
H -0.9409 1.6013 -0.9192 0.099
H -0.2548 -0.7928 0.8115 0.083
H -0.7903 0.7304 1.6081 0.135
H 1.7503 1.4651 -1.1767 0.123
H 1.1855 1.7432 0.6240 0.097
H -3.1151 0.1739 0.4585 0.054
H 2.7459 -2.2327 0.4541 0.090
H -3.5491 -1.8776 -0.5076 0.114
H 4.8005 0.3247 -0.0588 0.061
H -0.8180 -1.8994 -0.2943 0.061
```

# 6
C5H11N3O2S | wB97M-V/def2-TZVPD

The geometry in XYZ format:
```
22
Properties=species:S:1:pos:R:3:lowdin_charge:R:1
C 0.8889 -1.1595 0.8265 -0.005
C -1.1449 -0.3419 0.4802 -0.185
C 2.9092 0.1765 0.8257 -0.060
C -1.3301 2.1071 0.2221 -0.039
C -1.0071 -1.9722 -1.7679 -0.179
N -0.6009 1.1395 2.1996 0.082
N 1.5507 -0.2269 1.0155 -0.021
N -0.9958 0.8806 0.9637 -0.389
O -2.4467 0.2624 -1.8655 -0.328
O 0.0191 0.3413 -1.7517 -0.380
S -1.2237 -0.2765 -1.3303 0.559
H 0.8967 -2.2933 0.6396 0.133
H 3.4726 -0.5495 1.3313 0.064
H 3.1944 0.2510 -0.3094 0.137
H 3.0018 1.2257 1.1055 0.081
H -2.3764 2.1694 -0.0995 0.093
H -1.0243 2.9142 0.9697 0.104
H -0.5278 2.0686 -0.5981 0.102
H -0.1234 -2.1705 -2.2532 0.019
H -1.1110 -2.5784 -0.8432 0.056
H -1.8710 -2.3859 -2.4968 0.126
H -0.1503 0.4183 2.7364 0.030
```

Let's list F_max in order: 0.36 3.77 4.66 2.75 4.25 5.31 eV/Å.
Let's list relative energy (zero: lowest compared OMol25 entry of this formula, charge and spin) in order: 274.2 793.6 370.2 93.9 626.6 658.3 kJ/mol.